# 1
104
Properties=species:S:1:pos:R:3 method="wB97M-V/def2-TZVPD" lumo_ev=-1.126 e_homo_ev=-9.39
C -1.330 8.145 0.113
C -2.188 7.677 -1.180
C -1.674 6.253 -1.774
N -1.371 6.446 -3.228
Si -0.755 4.934 -3.987
O 0.975 4.859 -4.051
Si 1.589 4.228 -5.530
Br 0.193 2.722 -6.555
C 3.286 3.329 -5.253
C 2.955 1.795 -4.934
S 4.456 0.824 -4.343
C 3.847 -0.359 -3.072
N 3.967 -1.767 -3.008
N 3.344 -2.092 -1.836
C 2.867 -0.899 -1.179
O 3.158 0.242 -1.973
H -2.100 8.319 0.947
H -0.531 7.389 0.407
H -0.801 9.145 -0.052
H -3.291 7.522 -0.900
H -2.168 8.503 -1.956
H -0.703 5.971 -1.255
H -2.445 5.449 -1.546
H -2.297 6.569 -3.682
H -1.377 4.903 -5.331
H -1.194 3.731 -3.239
H 1.881 5.284 -6.526
H 3.822 3.367 -6.261
H 3.907 3.842 -4.434
H 2.603 1.248 -5.872
H 2.157 1.757 -4.120
H 2.320 -0.821 -0.182
C -3.780 -5.850 -0.866
C -4.964 -5.481 -1.501
C -4.997 -4.352 -2.311
C -3.847 -3.581 -2.480
C -2.668 -3.938 -1.824
C -2.634 -5.081 -1.026
C -1.453 -3.101 -1.955
O -0.422 -3.414 -1.386
C -1.514 -1.874 -2.781
C -0.395 -1.047 -2.867
C -0.438 0.101 -3.649
C -1.593 0.423 -4.356
C -2.713 -0.396 -4.271
C -2.679 -1.542 -3.474
C -3.888 -2.390 -3.359
O -4.901 -2.109 -3.974
H -3.753 -6.737 -0.241
H -5.861 -6.075 -1.365
H -5.920 -4.072 -2.807
H -1.716 -5.371 -0.524
H 0.510 -1.292 -2.320
H 0.432 0.746 -3.709
H -1.618 1.318 -4.970
H -3.613 -0.139 -4.820
C -0.031 -7.970 6.306
C -1.273 -7.390 6.055
C -1.423 -6.494 5.003
C -0.328 -6.167 4.204
C 0.921 -6.729 4.470
C 1.064 -7.641 5.516
C 2.103 -6.352 3.660
O 3.193 -6.846 3.890
C 1.940 -5.360 2.574
C 3.052 -4.952 1.839
C 2.907 -4.031 0.808
C 1.649 -3.517 0.499
C 0.538 -3.920 1.233
C 0.683 -4.834 2.277
C -0.502 -5.225 3.073
O -1.604 -4.777 2.808
H 0.083 -8.675 7.122
H -2.124 -7.638 6.680
H -2.393 -6.050 4.809
H 2.030 -8.091 5.720
H 4.035 -5.349 2.071
H 3.775 -3.714 0.240
H 1.543 -2.808 -0.313
H -0.439 -3.516 0.993
C 0.741 2.450 -0.477
C 2.107 2.293 -0.249
C 2.618 2.428 1.037
C 1.765 2.731 2.098
C 0.401 2.912 1.865
C -0.111 2.759 0.577
C -0.508 3.283 2.975
O -1.699 3.437 2.772
C 0.056 3.472 4.331
C -0.777 3.878 5.374
C -0.259 4.045 6.653
C 1.090 3.799 6.897
C 1.925 3.401 5.860
C 1.411 3.246 4.572
C 2.316 2.855 3.468
O 3.498 2.644 3.680
H 0.341 2.335 -1.480
H 2.770 2.066 -1.071
H 3.682 2.300 1.210
H -1.172 2.885 0.392
H -1.829 4.068 5.190
H -0.908 4.365 7.461
H 1.492 3.923 7.897
H 2.976 3.215 6.056

# 2
103
Properties=species:S:1:pos:R:3 method="wB97M-V/def2-TZVPD" lumo_ev=-6.672 e_above_lowest_kj_mol=10.4 charge=+3 e_homo_ev=-13.74
La 1.314 -0.333 -1.199
F -3.558 -1.052 4.628
C -3.120 0.066 4.021
C -2.289 -0.046 2.952
C -1.872 1.103 2.264
C -0.965 1.006 1.144
O -0.500 -0.088 0.704
C -0.568 2.241 0.562
C -1.070 3.426 0.993
N -1.953 3.507 2.007
C -2.433 4.819 2.418
C -3.890 5.136 2.257
C -2.880 5.777 1.356
C -2.342 2.358 2.684
C -3.171 2.446 3.815
C -3.566 1.317 4.503
N -4.405 1.440 5.627
C -5.683 2.122 5.408
C -6.591 1.939 6.613
N -5.782 2.148 7.865
C -4.670 1.112 8.012
C -4.412 0.432 6.675
C 0.366 1.966 -0.562
O -0.116 1.536 -1.636
O 1.600 1.774 -0.306
H -1.968 -1.020 2.615
H -0.795 4.372 0.548
H -1.902 5.216 3.274
H -4.354 5.741 3.023
H -4.518 4.371 1.822
H -2.636 6.819 1.501
H -2.861 5.438 0.329
H -3.479 3.416 4.174
H -6.215 1.735 4.532
H -5.521 3.190 5.243
H -7.011 0.939 6.685
H -7.406 2.659 6.612
H -6.391 2.123 8.684
H -5.375 3.084 7.846
H -4.987 0.404 8.774
H -3.795 1.653 8.365
H -5.131 -0.373 6.497
H -3.432 -0.035 6.741
S 1.244 -4.116 5.238
C -0.266 -4.054 6.025
C -1.274 -3.723 5.170
C -0.803 -3.500 3.850
C 0.549 -3.673 3.738
C 1.356 -3.562 2.516
C 1.149 -2.485 1.639
N 1.803 -2.318 0.501
C 2.740 -3.239 0.145
C 3.013 -4.350 0.952
C 3.956 -5.347 0.530
C 4.600 -5.220 -0.644
C 4.400 -4.055 -1.460
C 5.128 -3.873 -2.643
C 5.002 -2.717 -3.381
C 4.124 -1.745 -2.867
N 3.385 -1.893 -1.778
C 3.506 -3.052 -1.069
C 5.750 -2.486 -4.617
C 5.361 -1.764 -5.711
C 6.332 -1.761 -6.744
C 7.439 -2.480 -6.406
S 7.301 -3.180 -4.860
C 2.304 -4.489 2.155
H -0.334 -4.280 7.077
H -2.311 -3.664 5.462
H -1.443 -3.293 3.003
H 0.411 -1.729 1.877
H 4.124 -6.205 1.168
H 5.300 -5.973 -0.981
H 5.793 -4.665 -2.969
H 4.065 -0.784 -3.368
H 4.391 -1.297 -5.790
H 6.217 -1.257 -7.692
H 8.330 -2.642 -6.990
H 2.492 -5.355 2.779
O 0.998 -0.456 -3.531
S 1.717 -0.273 -4.891
C 0.483 -0.410 -6.137
C 0.286 -1.706 -6.610
C -0.671 -1.929 -7.585
C -1.404 -0.861 -8.088
C -1.187 0.429 -7.621
C -0.240 0.666 -6.639
C 2.183 1.428 -4.945
C 3.301 1.750 -5.706
C 3.696 3.077 -5.789
C 2.986 4.055 -5.107
C 1.874 3.717 -4.345
C 1.458 2.397 -4.260
H 0.879 -2.528 -6.228
H -0.833 -2.928 -7.965
H -2.141 -1.035 -8.860
H -1.751 1.255 -8.032
H -0.060 1.673 -6.289
H 3.853 0.987 -6.238
H 4.560 3.343 -6.381
H 3.302 5.087 -5.172
H 1.322 4.488 -3.824
H 0.589 2.120 -3.679

# 3
105
Properties=species:S:1:pos:R:3 method="wB97M-V/def2-TZVPD" lumo_ev=1.445 charge=-1 e_homo_ev=-4.10
Mg 0.040 -0.545 0.131
I -6.786 -3.649 2.137
C -4.872 -3.159 1.472
C -3.974 -4.163 1.148
C -2.706 -3.824 0.710
I -1.332 -5.325 0.271
C -2.274 -2.481 0.549
O -1.105 -2.182 0.107
C -3.223 -1.483 0.924
C -2.824 -0.029 0.858
N -1.520 0.224 1.510
C -1.465 -0.208 2.907
C -0.125 -0.775 3.311
C 0.186 -0.879 4.661
C 1.399 -1.427 5.031
C 2.266 -1.857 4.038
C 1.878 -1.715 2.718
N 0.704 -1.189 2.352
C -4.487 -1.828 1.374
H -4.253 -5.204 1.241
H -2.724 0.299 -0.182
H -3.620 0.571 1.314
H -1.292 1.218 1.514
H -1.715 0.616 3.579
H -2.207 -0.992 3.059
H -0.518 -0.516 5.402
H 1.669 -1.510 6.076
H 3.233 -2.282 4.271
H 2.537 -2.012 1.913
H -5.178 -1.042 1.658
S -1.895 5.419 0.818
C -1.805 7.120 0.878
C -1.066 7.622 -0.150
C -0.574 6.601 -1.006
C -0.940 5.346 -0.608
C -0.634 4.063 -1.263
C -0.658 2.859 -0.532
N -0.455 1.668 -1.060
C -0.219 1.602 -2.389
C -0.087 2.740 -3.191
C 0.211 2.597 -4.590
C 0.298 1.374 -5.152
C 0.082 0.188 -4.371
C 0.056 -1.094 -4.937
C -0.208 -2.182 -4.142
C -0.378 -1.963 -2.757
N -0.346 -0.770 -2.201
C -0.146 0.295 -3.001
C -0.255 -3.535 -4.713
C 0.294 -3.957 -5.893
C 0.086 -5.341 -6.134
C -0.619 -5.940 -5.134
S -1.017 -4.838 -3.894
C -0.305 3.989 -2.595
H -2.287 7.661 1.678
H -0.869 8.677 -0.289
H 0.052 6.791 -1.869
H -0.791 2.893 0.545
H 0.349 3.494 -5.182
H 0.516 1.263 -6.208
H 0.222 -1.208 -6.002
H -0.524 -2.791 -2.065
H 0.875 -3.315 -6.545
H 0.455 -5.865 -7.006
H -0.920 -6.974 -5.058
H -0.249 4.881 -3.208
C 1.936 5.040 1.157
C 1.401 4.989 2.583
C 1.612 3.639 3.305
C 0.978 3.714 4.700
C 1.117 2.422 5.496
C 3.105 3.445 3.463
O 3.792 4.153 4.180
N 3.635 2.432 2.731
C 2.945 1.549 1.868
O 3.637 0.730 1.284
N 1.587 1.626 1.762
C 0.924 2.542 2.479
O -0.326 2.569 2.520
H 1.709 6.004 0.699
H 1.494 4.261 0.531
H 3.021 4.904 1.131
H 0.329 5.186 2.593
H 1.888 5.754 3.192
H -0.074 3.962 4.564
H 1.462 4.537 5.229
H 0.648 1.585 4.970
H 0.640 2.513 6.475
H 2.168 2.169 5.665
H 4.629 2.284 2.779
C 2.064 -1.515 -0.484
C 2.544 -1.584 -1.804
C 2.584 -2.806 -2.537
C 2.931 -2.851 -3.867
C 3.222 -1.678 -4.573
C 3.265 -0.462 -3.857
C 2.967 -0.421 -2.521
C 3.449 -1.717 -5.983
N 3.625 -1.734 -7.126
H 2.520 -0.766 0.166
H 1.800 -2.460 -0.005
H 2.335 -3.726 -2.019
H 2.935 -3.801 -4.390
H 3.525 0.451 -4.383
H 3.005 0.523 -1.985

| no. | HOMO-LUMO gap (Ha) |
| --- | --- |
| 1 | 0.3036 |
| 2 | 0.2598 |
| 3 | 0.2038 |